(1)
12 unconnected molecules or ions with the total composition C78H184N12O17 in a non-equilibrium geometry. Source: the Open Molecules 2025 dataset; level of theory: the ωB97M-V functional and the def2-TZVPD basis.

```
291
Properties=species:S:1:pos:R:3
C 9.7090 -2.0983 0.7410
H 11.5287 -5.4833 0.0323
C -4.6751 -4.6990 6.1976
C 3.8227 -8.3371 -4.8106
H -6.8606 9.0653 5.9963
C 4.8286 -5.0796 -6.4386
C -7.3529 2.5547 -4.5057
H 1.8884 -8.7414 -4.0669
H 5.8456 -4.9048 -6.7894
H -2.5326 -11.3894 6.4436
C 7.1312 6.8875 12.4798
H -0.5886 -0.2546 -8.7784
H -4.9594 7.8859 6.1652
H -7.1958 3.2910 -5.2939
H -7.1680 -4.2051 3.6270
H 0.9078 -10.5725 5.5075
H -7.9309 -6.9379 -5.0046
C 6.8287 5.3425 10.7272
H -3.0775 -2.0069 7.2521
H 0.1834 -3.8388 1.4075
O -12.9085 1.5712 -1.0152
C 5.7935 6.1917 -4.7597
O -4.0600 8.3869 3.2244
H 7.8652 8.0950 14.0461
N 0.2345 3.5038 7.0166
C -1.0590 -10.5532 3.5482
C 6.0505 6.8483 -3.2951
C 6.7665 3.9400 10.1418
H 6.8949 6.5997 -1.3758
H 0.2798 2.6431 8.9073
C 9.2338 4.4902 -4.8322
H -6.2824 -5.8182 -7.8719
C 2.6899 5.7381 5.2739
C 0.1054 3.6339 8.4878
H 5.3615 7.0374 -6.8087
H 6.2398 5.0988 -2.0477
H -5.8027 9.1584 2.7951
H -0.3106 -9.3684 5.9044
H 0.6110 -0.9291 -13.1068
H -6.4435 -5.9352 5.3727
H 2.3775 2.6187 -12.4969
H 11.3914 -2.4910 1.9742
H -6.8280 2.9548 -3.6383
H -1.5356 -9.5754 3.4782
H 4.3046 4.9018 -3.5918
H -6.6279 -3.1924 6.3385
C -13.5285 1.0296 0.1387
H -1.2709 -4.2761 -0.4244
C 11.9016 -4.7922 -0.7236
C -1.2554 4.0805 9.0958
C -7.8598 -2.4163 4.1736
H -6.3983 -3.3883 -8.9505
H 2.9837 -1.7148 2.0286
H 8.5515 6.5239 -3.1222
C -5.4355 9.5913 4.8326
H 8.7172 5.0722 -2.2269
O -0.0294 -11.1063 7.1723
H 9.9462 4.0720 -4.1211
H 9.1078 7.3961 15.8709
H -8.8405 -5.5989 -8.3930
H -0.3476 0.9935 -12.0924
H -12.8655 2.7786 -3.2763
C 7.8965 4.7260 -4.1720
C 2.7923 0.5607 -11.9577
H 0.6827 -10.7586 9.0361
C 7.3612 7.1337 13.9468
H -13.1702 1.5575 1.0225
H 4.8198 0.2810 -12.4392
H 0.4769 -9.3866 8.0795
O 0.8016 0.2542 1.5253
H -6.3938 -5.4864 7.0089
C -3.8964 7.6536 2.0546
H 6.4359 7.3558 14.4782
H 10.8628 -1.3587 3.9485
H -7.3099 -4.9903 -3.3491
H 2.9274 -0.8712 -13.5024
H 6.4316 1.4956 9.9904
H 6.1119 6.0209 10.2646
H 8.1014 7.1761 12.0753
C -0.8788 -3.2602 -0.3770
H 6.2492 3.4381 -3.3161
H -14.6114 1.1503 0.1101
H 11.4681 2.7353 4.5601
O 10.5914 0.9759 3.8501
C -12.7169 1.7061 -3.4017
C -5.3583 8.5928 3.6141
H -6.9634 1.5900 -4.8311
O 11.4366 -3.4839 -0.3983
H 4.5817 -9.0713 -3.0942
N 4.3106 -8.1599 -3.4350
N 0.2175 -1.0031 1.2715
H 5.0721 7.1372 -2.9114
C 1.1914 -1.4349 -12.3352
C -6.7025 -3.6198 -7.9297
H -3.5702 8.8291 5.6709
N -7.0327 -3.9501 5.8074
C -8.5725 -2.1867 -8.2045
H 4.7625 4.3573 -5.2222
H -2.1652 2.4106 7.2774
C -6.1572 -5.1033 6.0162
H -2.2893 -0.8023 2.4434
H 2.4133 -0.6415 -0.5763
O -8.6928 2.5211 -4.1352
H 7.7548 5.7512 10.3231
N 7.0653 5.4585 -5.1328
H -4.9522 -4.7021 -7.4574
H 1.1512 -2.5125 -12.4939
C 8.0490 5.5770 -2.9246
C 2.5474 -9.2213 -4.7904
H 0.0518 4.5336 5.2121
H -0.8784 -12.1263 4.8692
H -7.9369 -2.1372 3.1228
H -13.2484 1.6009 -4.3475
H -0.0571 2.2976 -11.0929
N 2.0887 0.7648 -10.6416
H -0.2130 -0.5141 -1.2788
N -8.5192 -3.8013 -6.3200
C 7.2101 3.3716 -3.8264
H -6.0777 7.7739 3.6085
H 2.1743 4.9503 4.7247
O -2.3133 3.0915 9.2127
C -3.2018 -3.0275 6.8900
H 1.0179 4.1431 8.7981
H -5.1434 10.5898 4.5074
O 7.0082 4.8317 -6.3739
C 3.6908 -6.9900 -5.5403
C -1.1092 -11.0631 4.9357
H 0.5098 1.1262 -8.2941
H -3.5734 3.3673 7.4566
H -9.8952 -4.3580 -9.1011
O 8.1487 6.1536 14.5524
H -10.7079 2.8779 -2.3842
H -8.9705 0.0693 4.8162
H 8.6477 -2.0762 0.9885
H -2.6720 -3.2304 5.9593
C 10.1044 -3.3245 -0.0869
C -6.3189 -4.9323 -5.9088
C 0.3994 -3.3707 0.4471
H 1.0311 -4.0370 -0.1404
H 6.9707 2.8097 -4.7292
H -8.1991 -6.7311 -6.6992
H -3.0086 0.1050 1.0722
H 2.5020 -10.2371 -4.3977
H 1.8568 -10.5499 7.5977
H -3.0230 -11.4253 4.8818
H -9.4977 -6.4045 -5.5808
H -1.8847 -2.6837 1.4035
H -9.0104 -4.6045 -3.7084
C 0.8029 5.9437 6.7261
C 4.5745 5.2293 -4.5958
H 0.6848 6.0542 7.8040
H -2.8779 7.8970 1.7520
H 3.7075 5.7304 -5.0261
H 7.5073 6.5783 16.4264
C -0.1105 -10.4394 5.8728
H -7.6313 -3.4958 -3.9162
H 1.2439 3.4822 6.9876
H -7.3599 0.7349 4.9094
C 10.1974 -1.2153 3.0972
H -9.9318 -2.8514 -5.5400
H 9.1677 5.8833 16.2694
C -1.1614 -0.9126 0.6181
H 3.0301 1.9368 -9.5880
H -4.2419 -4.6809 5.1975
H -6.3101 -2.7196 -7.4566
H -1.6732 0.8113 1.8992
H 9.2162 3.8818 -5.7365
H 6.2991 7.4950 12.1238
H 2.9904 -2.2286 -0.5495
H -8.4798 -2.0074 -9.2756
N 10.4178 -2.2269 2.0244
H 4.1701 -4.9364 -7.2953
C -6.9254 -3.5159 4.4358
H 1.3456 1.4426 -13.4940
H -8.0402 -1.4243 -7.6358
H -1.0880 4.3880 10.1280
H -1.9547 -0.3699 -1.4136
H -1.6393 -11.2026 2.8927
H 0.9322 -1.9122 -10.2352
C -7.9502 -0.0611 4.4554
H -8.6541 0.6874 -3.2602
C 10.4994 0.2490 2.6808
H 4.6145 -8.8764 -5.3305
H 3.0988 -6.4218 -4.8228
H -0.0361 -10.4173 3.1971
H -2.6737 -3.6549 7.6080
C 2.1851 -2.4513 1.9390
H 6.5410 4.0888 9.0858
H 7.7021 3.3920 10.2532
H 2.7174 6.6614 4.6951
H -14.4792 1.2024 -2.2321
C 2.6182 -0.8638 -12.4572
H -0.7509 -2.8570 -1.3816
H -7.9203 0.0080 3.3680
H 2.1070 -9.2141 -5.7875
H 11.5690 -5.2158 -1.6713
H -2.8326 -2.2446 0.1602
H 10.7974 2.7157 2.9454
C -6.0305 -4.8575 -7.4229
H 9.5546 -3.3373 -1.0280
H -3.6134 1.8502 8.2405
H 7.3523 5.4926 -6.9793
H -4.5464 7.7677 1.1871
C 0.4066 0.1862 -8.8363
H -6.7142 10.6643 6.0367
C 2.2872 1.6481 -12.9848
H 7.7412 2.7377 -3.1164
H 3.6592 5.2496 5.3739
H -10.5913 1.1682 -1.8095
C -0.0836 4.7205 6.2774
H -9.6309 -2.0296 -7.9966
H 9.5748 5.4742 -5.1540
H -13.1101 -0.0681 -2.2695
O 2.2269 2.0707 -10.0964
C 5.4778 1.9573 10.2456
O 2.1673 5.7237 6.5492
C -1.7684 -2.3084 0.3868
H 9.9868 -1.1319 0.3203
H -8.8834 -2.6527 4.4640
H 4.6064 0.2934 -10.7686
C 0.6210 -1.1239 -10.9206
H -5.9813 -3.0495 4.1544
H 6.6030 7.7730 -3.4618
C 11.3720 2.1272 3.6606
C 4.2344 0.7828 -11.6687
H -0.9139 0.8869 -0.6296
C -10.4586 1.8504 -2.6492
C -2.9367 2.6708 8.0021
H -13.3799 -0.0491 0.1878
H 3.3511 -1.4546 -11.9077
H 2.6680 -3.4181 1.7966
H 9.6555 0.6371 2.1104
C -8.4239 -6.2891 -5.7285
H -3.9812 6.5864 2.2593
C -8.9596 1.6974 -2.9870
H 1.6723 -2.4482 2.9009
H 2.9745 1.7505 -13.8245
C 0.7322 0.2853 -10.3550
H -8.1715 -4.6868 -9.6530
C -8.2410 -3.6083 -7.8102
H 1.6206 -2.0256 -1.4373
H -1.1240 4.9811 6.4716
H 12.3800 2.0844 3.2482
H -1.6956 4.9202 8.5579
C 8.4223 6.5494 15.8348
C 1.1757 -2.0357 0.7805
H 4.3833 1.8618 -11.6286
H -4.1340 -5.4255 6.8038
H 12.9862 -4.9000 -0.7387
H 5.8416 5.2324 12.3789
H 5.0264 2.0507 9.2578
O -7.3653 -1.2464 4.8877
C 2.0562 -1.6688 -0.5040
H 9.2508 -1.2469 3.6367
H -5.8426 -5.8378 -5.5327
C -8.8693 -4.5966 -8.8206
H -11.0879 2.0826 -4.4709
C -1.1078 -0.1784 -0.7547
C -2.0862 -0.1501 1.5940
C 5.5465 7.2736 -5.7608
H 0.3498 6.8398 6.3020
N 6.8089 5.4595 12.1978
N -2.4483 -10.9297 5.5482
H -5.8023 -4.0924 -5.4442
H 1.1142 -0.4190 -8.2696
H 6.3239 8.0343 -5.6900
H -1.3604 1.2176 -10.6945
O -9.8487 -3.6351 -6.0882
H 4.9217 1.2520 10.8632
C -13.4131 0.9790 -2.2709
H -4.7653 9.5072 6.8434
H 4.5643 -4.2760 -5.7511
C 6.7832 6.0128 -2.2875
H -8.3644 2.0359 -2.1389
C 0.8631 -10.4042 8.0212
O -4.5546 -3.4477 6.9118
H 3.1095 -7.1806 -6.4425
H -0.4333 -1.3613 -11.0630
H 5.2253 -7.7323 -3.4592
C -7.8617 -4.8846 -5.5356
N -6.7444 9.8763 5.4057
C -0.3241 1.2426 -11.0315
H 9.5945 -4.2108 0.2907
C -7.9835 -4.5168 -4.0634
O 4.9117 -6.4029 -5.9771
N -11.3146 1.4847 -3.6891
C -4.6214 8.8996 5.9500
H 4.7123 7.9204 -5.4888
H 11.3354 0.2261 1.9817
O 5.7091 3.3042 10.7586
H 0.4821 0.3163 2.4284
```

Results
E_HOMO in Eh: -0.2968
Energy above the lowest of the compared OMol25 structures with the same formula, charge and spin in eV: 3.735
Electronic energy in a.u.: -5017.64236
Largest force on an atom in eV/Å: 4.2



(2)
2 unconnected molecules or ions with the total composition C6H11BF6I2N2O4P in a non-equilibrium geometry. Source: the Open Molecules 2025 dataset; level of theory: the ωB97M-V functional and the def2-TZVPD basis.

```
33
Properties=species:S:1:pos:R:3
H 2.8669 -3.0008 0.9553
I -3.1399 -2.3004 -3.2818
C 2.3338 1.0984 -1.4880
H 1.7159 -3.9628 0.2970
C -3.3708 -1.0380 -1.5419
P -1.9419 2.8156 2.4906
H -2.5858 0.1622 0.0237
H -1.4824 0.1104 -1.3341
C -2.1782 -0.4894 -0.7437
H 2.2121 1.9744 -2.1162
H 0.5838 1.9495 -0.5640
I 4.4197 1.1611 -0.8886
F -0.9668 3.9943 3.0885
O -1.4718 -1.5377 -0.0720
H -0.0945 0.0808 0.7599
C -0.3817 -1.9594 -0.7447
H 3.7469 -2.2196 -1.0958
C 0.8310 -0.1122 0.2215
H 1.9157 1.6767 0.5122
O -4.4311 -0.7847 -1.2225
N 1.9118 -3.0176 0.6090
H 1.5504 -0.4399 0.9834
O 2.8838 -2.1996 -1.5230
F -0.5414 2.0025 2.1734
C 1.3603 1.2298 -0.3093
F -3.4694 2.2738 2.7507
F -2.1643 2.2599 0.9537
F -2.6636 4.1847 1.9429
F -1.8331 2.1571 3.9898
N 0.7493 -1.1810 -0.8087
H 2.1600 0.2401 -2.1277
B 1.8746 -2.1339 -0.5834
O -0.3992 -2.9944 -1.3063
```

Results
Total charge: -1
E_HOMO in Eh: -0.2725
Electronic energy in a.u.: -2206.79831
Largest force on an atom in eV/Å: 4.9